[1]
70
Properties=species:S:1:pos:R:3:lowdin_charge:R:1 method="wB97M-V/def2-TZVPD" de_lowest_kj_mol=52.8 total_energy_ev=-60535.302 largest_force_ev_per_a=1.202 e_homo_ev="-6.85 / -6.86" charge=0
Tl -0.02723 -0.53062 -0.38717 0.81
C -3.81560 -0.20271 4.05543 0.00
C -2.66298 -1.13367 3.98302 -0.34
N -2.46931 -2.16732 4.73504 0.12
N -1.29755 -2.70161 4.25922 0.02
C -0.76141 -2.05335 3.21076 -0.81
S 0.63703 -2.39199 2.35599 0.52
N -1.65869 -1.02709 3.04487 -0.09
N -1.51991 -0.05950 2.05488 0.08
H -4.43009 -0.47556 4.90910 0.09
H -4.42635 -0.26467 3.15271 0.09
H -3.48036 0.82889 4.17022 0.09
H -0.89927 -3.51961 4.68513 0.15
H -0.89598 0.68744 2.34617 0.09
H -2.41927 0.31342 1.77850 0.09
C -2.08743 1.88522 -3.35025 -0.17
Si -2.43495 1.69673 -1.52294 0.28
C -3.29687 0.03514 -1.32855 -0.19
C -3.68716 2.98977 -1.01896 -0.18
N -1.07806 1.68980 -0.48857 -0.19
C -0.11115 2.65967 -0.39479 -0.36
C -0.03559 3.83214 -1.18241 -0.06
C 0.98979 4.76109 -1.05998 -0.11
C 2.00981 4.58632 -0.13596 -0.12
C 1.96553 3.46444 0.68624 -0.04
C 0.93425 2.56927 0.54634 -0.24
F 0.92706 1.48741 1.40414 -0.06
H -3.01613 1.82836 -3.92708 0.03
H -1.42691 1.08006 -3.69156 0.01
H -1.60180 2.83420 -3.59187 0.02
H -4.01232 -0.11363 -2.14326 0.04
H -3.85955 -0.01474 -0.38897 0.02
H -2.61433 -0.82165 -1.36146 -0.02
H -4.61299 2.89446 -1.59699 0.03
H -3.30417 4.00433 -1.17012 0.02
H -3.93379 2.88312 0.04200 0.02
H -0.81761 4.00220 -1.91365 0.08
H 0.99162 5.63225 -1.70440 0.10
H 2.81480 5.30316 -0.04526 0.09
H 2.71920 3.28076 1.44211 0.12
C -1.18106 -2.86607 -5.07078 -0.06
C 0.04521 -3.55339 -4.45738 -0.37
C -0.25827 -4.04556 -3.03780 -0.06
C 1.26801 -2.67053 -4.50829 -0.12
C 2.33678 -2.99002 -5.30453 -0.03
C 3.48942 -2.19580 -5.34825 -0.02
C 3.60618 -1.06253 -4.53326 -0.03
C 2.59095 -0.66857 -3.70032 -0.11
C 2.68860 0.53248 -2.79104 -0.38
C 4.12076 0.92845 -2.44804 -0.07
C 1.92845 1.73068 -3.37363 -0.03
C 1.35029 -1.44250 -3.72151 -0.31
N 0.31234 -1.02445 -3.08152 0.14
H -2.04258 -3.53613 -5.03278 0.08
H -1.00315 -2.59486 -6.11322 0.08
H -1.43376 -1.95757 -4.52105 0.06
H 0.28214 -4.42855 -5.06661 0.13
H -0.54933 -3.21697 -2.38823 0.05
H 0.60864 -4.53470 -2.58984 0.09
H -1.08357 -4.75969 -3.06091 0.08
H 2.28566 -3.89022 -5.90636 0.11
H 4.30545 -2.47014 -6.00423 0.11
H 4.52404 -0.48949 -4.55775 0.11
H 2.19377 0.26246 -1.85355 0.06
H 4.63895 1.35063 -3.31372 0.08
H 4.70132 0.07988 -2.08015 0.09
H 4.10407 1.69613 -1.67251 0.08
H 2.38756 2.04177 -4.31685 0.09
H 1.95618 2.56975 -2.67606 0.07
H 0.88147 1.48933 -3.56308 0.06

---

[2]
65
Properties=species:S:1:pos:R:3:lowdin_charge:R:1 method="wB97M-V/def2-TZVPD" multiplicity=5 de_lowest_kj_mol=0.0 total_energy_ev=-81976.021 largest_force_ev_per_a=0.506 e_homo_ev="-3.06 / -3.30" charge=-1
Fe -1.38971 -0.16111 0.77873 0.29
C 1.09353 -0.71541 -2.83272 -0.12
C -0.34591 -1.19808 -3.00368 -0.55
C -1.12370 -0.26755 -3.92897 -0.13
P -1.14757 -1.34123 -1.32713 1.05
C -2.77989 -2.14537 -1.71750 -0.55
C -3.83763 -1.03624 -1.78142 -0.15
C -3.20263 -3.14154 -0.63891 -0.13
C -0.09331 -2.66640 -0.62984 -0.30
C -0.04429 -3.96091 -1.13431 -0.12
C 0.74965 -4.93038 -0.54028 -0.11
C 1.48706 -4.59518 0.59133 -0.10
C 1.45536 -3.30883 1.10238 -0.05
C 0.69088 -2.30864 0.48724 -0.30
N 0.60948 -0.99175 0.95459 -0.06
C 1.71266 -0.20791 1.01498 -0.30
C 3.05294 -0.65330 0.86235 -0.05
C 4.12765 0.20393 0.98015 -0.12
C 3.95983 1.55647 1.25762 -0.13
C 2.66232 2.03049 1.37454 -0.13
C 1.54963 1.20551 1.24268 -0.29
P -0.14897 1.83247 1.22430 1.03
C -0.20669 3.31073 0.09907 -0.54
C 0.35564 2.91155 -1.26275 -0.14
C 0.36085 4.65394 0.55339 -0.13
C -0.51974 2.51676 2.91182 -0.53
C -1.13599 1.40289 3.76355 -0.14
C 0.64154 3.16540 3.66232 -0.13
H 1.58760 -0.64220 -3.80601 0.07
H 1.12246 0.27178 -2.36394 0.06
H 1.67584 -1.39070 -2.20477 0.07
H -0.33411 -2.20420 -3.44195 0.10
H -1.26920 0.71072 -3.46346 0.07
H -0.57735 -0.11592 -4.86444 0.07
H -2.10667 -0.66829 -4.17812 0.06
H -2.70108 -2.65051 -2.68996 0.10
H -3.92340 -0.58293 -0.78801 0.04
H -3.58675 -0.25061 -2.49638 0.05
H -4.80488 -1.45986 -2.06912 0.07
H -3.23072 -2.63180 0.33062 0.06
H -4.21272 -3.50389 -0.85493 0.07
H -2.53984 -4.00323 -0.56718 0.05
H -0.64604 -4.21911 -2.00027 0.10
H 0.78102 -5.93745 -0.93719 0.09
H 2.08652 -5.35120 1.08574 0.09
H 2.01382 -3.06546 1.99765 0.11
H 3.25591 -1.68794 0.62281 0.09
H 5.12655 -0.20191 0.85650 0.09
H 4.80907 2.21887 1.36286 0.08
H 2.51334 3.08518 1.56912 0.08
H -1.28977 3.43895 -0.01601 0.10
H 1.43697 2.76275 -1.20979 0.07
H -0.09603 1.97854 -1.60482 0.03
H 0.15293 3.68761 -2.00646 0.07
H 1.44673 4.62633 0.65632 0.06
H 0.12958 5.42162 -0.19203 0.07
H -0.06919 4.98089 1.50020 0.06
H -1.29750 3.26782 2.72402 0.10
H -0.39609 0.61942 3.95404 0.08
H -1.45036 1.80242 4.73345 0.07
H -1.99489 0.94263 3.26686 0.03
H 1.41939 2.42644 3.86469 0.07
H 1.10323 3.99155 3.12147 0.05
H 0.29099 3.54961 4.62511 0.07
O -2.95836 -0.37623 1.41987 -0.71

---

[3]
71
Properties=species:S:1:pos:R:3:lowdin_charge:R:1 method="wB97M-V/def2-TZVPD" total_energy_ev=-60048.706 largest_force_ev_per_a=0.893 e_homo_ev=-7.71 charge=0
I -4.07534 -1.42826 -0.73904 0.89
C -3.02954 -1.78318 1.06301 -0.70
C -3.60767 -2.61813 2.00654 -0.16
C -2.90418 -2.86394 3.17539 -0.09
C -1.67487 -2.26727 3.39741 -0.02
C -1.09839 -1.40948 2.46050 -0.26
C -1.79592 -1.16812 1.27373 -0.51
S -1.12375 -0.07106 0.06160 0.96
C 0.60729 -0.16647 0.45292 -0.43
C 1.50921 0.13927 -0.55166 -0.11
C 2.86925 0.08477 -0.28263 -0.10
C 3.32094 -0.26209 0.98211 -0.09
C 2.39456 -0.55186 1.97655 -0.02
C 1.02520 -0.51801 1.72716 -0.26
N 0.14485 -0.81955 2.80592 0.08
H -4.56897 -3.07326 1.83997 0.09
H -3.30803 -3.50290 3.94549 0.10
H -1.13855 -2.45274 4.31627 0.11
H 1.20061 0.43119 -1.53782 0.09
H 3.57891 0.32108 -1.06021 0.11
H 4.36785 -0.32006 1.23746 0.10
H 2.74240 -0.79964 2.96843 0.11
H 0.04357 -0.04605 3.45074 0.11
C -0.53699 4.03564 -4.26613 -0.05
N -0.02231 3.51997 -3.00997 -0.18
C -0.93871 3.37387 -1.89059 -0.03
C 1.25857 3.16319 -2.84202 -0.34
O 1.71133 2.68910 -1.81157 -0.01
H -0.94371 5.03922 -4.12227 0.09
H -1.32361 3.36726 -4.60795 0.05
H 0.25646 4.07823 -5.01113 0.08
H -0.59406 3.97327 -1.04633 0.10
H -0.98090 2.33265 -1.57248 0.05
H -1.93093 3.69673 -2.19248 0.09
H 1.87833 3.32214 -3.74054 0.13
C -2.03894 3.75941 6.44665 -0.06
N -1.04630 2.90544 5.82618 -0.20
C -1.47216 1.74501 5.06793 -0.05
C 0.27704 3.14274 5.92212 -0.35
O 1.13535 2.44652 5.41710 0.01
H -2.63333 3.18690 7.16167 0.09
H -2.70369 4.17603 5.68730 0.09
H -1.54992 4.57699 6.97173 0.08
H -1.04172 0.84328 5.50873 0.09
H -1.11472 1.83152 4.03956 0.09
H -2.55626 1.67042 5.07136 0.09
H 0.51752 4.04227 6.51351 0.13
C -3.58278 -1.34043 -4.63338 -0.08
N -2.89335 -0.06469 -4.65104 -0.19
C -1.47816 -0.02672 -4.98426 -0.02
C -3.51523 1.08852 -4.36383 -0.33
O -2.97335 2.18125 -4.36112 -0.01
H -3.11912 -2.00509 -3.90209 0.06
H -3.53293 -1.80641 -5.61924 0.09
H -4.62727 -1.19592 -4.36505 0.08
H -0.91156 0.39823 -4.15432 0.09
H -1.31898 0.59950 -5.86304 0.09
H -1.12338 -1.03356 -5.18635 0.09
H -4.58156 0.96098 -4.11594 0.14
C 5.56192 -4.64461 -0.22841 -0.06
N 4.57809 -4.15518 -1.17174 -0.20
C 3.40413 -3.45427 -0.67287 -0.03
C 4.71292 -4.32694 -2.50042 -0.36
O 3.91890 -3.93794 -3.33446 0.01
H 5.10137 -5.35717 0.45926 0.09
H 5.97493 -3.81425 0.34834 0.09
H 6.37228 -5.14147 -0.75806 0.08
H 2.50078 -3.98318 -0.97961 0.10
H 3.37155 -2.45004 -1.08978 0.08
H 3.43981 -3.39406 0.41175 0.09
H 5.63521 -4.86857 -2.77456 0.13

---

[4]
69
Properties=species:S:1:pos:R:3:lowdin_charge:R:1 method="wB97M-V/def2-TZVPD" de_lowest_kj_mol=0.0 total_energy_ev=-50458.935 largest_force_ev_per_a=1.144 e_homo_ev=-8.16 charge=0
C -7.25684 -3.35893 -0.84591 -0.09
C -6.44036 -2.91132 0.36150 -0.27
N -6.02296 -1.52053 0.27716 -0.19
C -5.19408 -1.20331 -0.87296 -0.23
C -3.80565 -1.85463 -0.92497 -0.07
C -5.50451 -1.05896 1.55308 -0.19
C -5.25302 0.45213 1.60632 -0.14
N -3.91404 0.80282 1.20400 0.08
C -3.63090 1.67440 0.22799 -0.47
O -4.46958 2.29629 -0.40843 0.04
C -2.16811 1.85519 -0.04725 -0.02
C -1.85545 2.78153 -0.99322 0.03
N -0.60828 3.09865 -1.38677 -0.08
C -0.41367 4.10083 -2.40929 -0.02
C 0.46633 2.47787 -0.79255 -0.13
C 1.78786 2.80028 -1.14402 0.01
C 2.84433 2.17825 -0.52114 -0.03
C 2.61181 1.22619 0.46297 -0.26
S 4.04133 0.47344 1.23838 0.68
O 4.98384 1.51060 1.54262 -0.28
O 3.59617 -0.37929 2.30284 -0.27
N 4.63429 -0.38854 -0.06365 -0.25
C 6.06484 -0.40334 -0.25327 -0.07
C 3.85188 -1.57461 -0.36224 -0.36
C 4.28362 -2.82351 0.40934 -0.15
C 3.31657 -3.96712 0.11580 -0.19
C 3.26597 -4.25569 -1.38205 -0.21
C 2.86110 -3.00430 -2.15618 -0.20
C 3.82864 -1.86036 -1.86485 -0.15
C 1.33200 0.88814 0.81875 0.03
C 0.23883 1.50094 0.19749 -0.04
C -1.11843 1.10875 0.61377 -0.31
O -1.29931 0.22200 1.44701 0.04
H -8.01422 -2.61389 -1.07390 0.08
H -6.63213 -3.50708 -1.72261 0.06
H -7.74945 -4.30172 -0.61979 0.07
H -7.07408 -2.99362 1.25017 0.11
H -5.58710 -3.59737 0.50604 0.11
H -5.75532 -1.49421 -1.76287 0.10
H -5.08553 -0.11946 -0.91202 0.09
H -3.19258 -1.55095 -0.08031 0.05
H -3.30076 -1.54652 -1.83769 0.07
H -3.88300 -2.93973 -0.92766 0.06
H -6.26581 -1.29812 2.30176 0.12
H -4.57752 -1.58262 1.84968 0.12
H -5.95123 0.97712 0.95158 0.13
H -5.40889 0.79582 2.63550 0.12
H -3.13238 0.32777 1.64998 0.11
H -2.67516 3.30441 -1.46917 0.14
H 0.15227 4.94756 -2.01631 0.10
H -1.38380 4.45815 -2.74662 0.10
H 0.11908 3.67959 -3.26379 0.10
H 1.98730 3.54269 -1.89867 0.10
H 3.86444 2.42285 -0.76872 0.12
H 6.29472 -0.46234 -1.31765 0.09
H 6.43896 0.53654 0.14590 0.08
H 6.55561 -1.22632 0.27366 0.09
H 2.83513 -1.31560 -0.04461 0.13
H 4.29026 -2.59195 1.47524 0.11
H 5.29073 -3.11698 0.10598 0.12
H 3.63079 -4.86204 0.65610 0.11
H 2.31974 -3.69550 0.46856 0.12
H 2.55541 -5.06000 -1.58181 0.11
H 4.25015 -4.58744 -1.72104 0.11
H 1.85175 -2.70732 -1.86284 0.12
H 2.85140 -3.21543 -3.22764 0.11
H 4.82955 -2.13980 -2.19812 0.12
H 3.52900 -0.95786 -2.40150 0.12
H 1.15132 0.15430 1.58991 0.13